{"formula": "C40H53CoGe2N10", "method": "ωB97M-V/def2-TZVPD", "symbols": ["Co", "C", "N", "C", "C", "N", "N", "C", "N", "N", "H", "H", "H", "H", "H", "H", "H", "H", "H", "H", "H", "C", "Ge", "C", "C", "Ge", "C", "C", "C", "C", "C", "C", "C", "C", "C", "C", "C", "C", "H", "H", "H", "H", "H", "H", "H", "H", "H", "H", "H", "H", "H", "H", "H", "H", "H", "H", "H", "C", "C", "N", "C", "C", "N", "C", "N", "N", "N", "C", "C", "C", "C", "C", "C", "H", "H", "H", "H", "H", "H", "H", "H", "H", "H", "H", "C", "C", "C", "C", "C", "C", "C", "C", "C", "C", "H", "H", "H", "H", "H", "H", "H", "H", "H", "H", "H", "H"], "coordinates": [[0.56, 1.32, -0.36], [3.20, 4.36, 2.43], [1.97, 4.65, 1.75], [0.93, 5.24, 2.56], [1.56, 3.74, 0.81], [0.41, 3.14, 0.76], [2.51, 3.38, -0.11], [2.28, 2.24, -1.02], [3.59, 1.71, -1.39], [1.34, 2.47, -1.94], [3.07, 3.61, 3.24], [3.63, 5.22, 2.88], [4.07, 3.98, 1.81], [1.34, 6.05, 3.15], [0.50, 4.64, 3.27], [0.13, 5.69, 1.98], [-0.25, 3.42, 1.53], [3.23, 4.09, -0.27], [3.77, 1.08, -0.62], [3.67, 1.13, -2.21], [1.41, 1.87, -2.75], [1.25, -1.40, -3.67], [1.98, -2.25, -2.03], [2.08, -4.16, -2.51], [3.85, -1.72, -1.95], [0.68, -1.99, 0.01], [1.07, -3.77, 0.74], [0.20, -4.71, 1.33], [0.64, -5.87, 1.92], [1.99, -6.20, 1.93], [2.90, -5.35, 1.35], [2.42, -4.17, 0.75], [-1.32, -2.11, -0.26], [-1.79, -2.63, -1.50], [-3.12, -2.81, -1.70], [-4.06, -2.63, -0.62], [-3.58, -2.17, 0.60], [-2.20, -1.88, 0.73], [2.13, -1.65, -4.34], [1.12, -0.37, -3.57], [0.39, -1.93, -4.04], [2.85, -4.77, -1.94], [2.26, -4.35, -3.57], [1.15, -4.64, -2.22], [4.30, -1.77, -0.93], [3.95, -0.71, -2.28], [4.41, -2.33, -2.62], [-0.89, -4.55, 1.26], [-0.06, -6.52, 2.41], [2.36, -7.13, 2.38], [3.97, -5.48, 1.36], [3.23, -3.50, 0.40], [-1.17, -2.73, -2.36], [-3.53, -3.07, -2.63], [-5.12, -2.69, -0.78], [-4.22, -1.79, 1.38], [-1.81, -1.51, 1.73], [-1.60, 1.26, -3.19], [-2.16, 1.06, -1.81], [-1.55, 1.35, -0.68], [-2.50, 1.33, 0.33], [-3.69, 1.06, -0.20], [-3.45, 0.89, -1.58], [-4.48, 0.87, -2.56], [-4.85, 2.14, -3.11], [-4.52, 2.52, -4.33], [-4.86, 3.73, -4.57], [-5.47, 4.19, -3.42], [-5.93, 5.47, -3.16], [-6.40, 5.73, -1.95], [-6.47, 4.72, -0.96], [-6.01, 3.44, -1.15], [-5.51, 3.20, -2.46], [-0.57, 1.01, -3.12], [-1.64, 2.26, -3.56], [-2.00, 0.52, -3.84], [-2.15, 1.49, 1.35], [-4.62, 0.79, 0.27], [-5.31, 0.44, -2.00], [-4.20, 0.19, -3.35], [-5.86, 6.22, -3.91], [-6.76, 6.74, -1.68], [-6.79, 4.93, 0.08], [-6.01, 2.66, -0.38], [2.23, 1.07, 2.76], [1.61, -0.27, 2.37], [0.27, -0.44, 3.13], [1.37, -0.38, 0.85], [2.57, -1.38, 2.84], [2.19, -2.34, 3.73], [3.04, -3.32, 4.21], [4.32, -3.33, 3.72], [4.80, -2.45, 2.76], [3.92, -1.46, 2.29], [1.49, 1.79, 2.43], [3.25, 1.17, 2.41], [2.22, 1.13, 3.84], [-0.55, 0.23, 2.77], [0.33, -0.33, 4.20], [-0.07, -1.52, 2.91], [2.34, -0.33, 0.37], [1.12, -2.38, 4.16], [2.73, -4.02, 4.96], [4.94, -4.17, 4.16], [5.80, -2.47, 2.33], [4.21, -0.76, 1.53]], "e_tot_ev": -207896.5256, "de_lowest_kcal_mol": 0.2, "multiplicity": 3, "homo_energy_ev": [-7.1, -6.9], "lumo_ev": [0.29, 0.29], "homo_lumo_gap_ev": [7.3544, 7.1943]}



{"formula": "C40H53N7O6", "method": "ωB97M-V/def2-TZVPD", "symbols": ["O", "C", "O", "C", "C", "C", "H", "H", "H", "H", "H", "H", "O", "C", "O", "C", "C", "C", "H", "H", "H", "H", "H", "H", "O", "C", "O", "C", "C", "C", "H", "H", "H", "H", "H", "H", "N", "C", "C", "C", "C", "H", "H", "H", "H", "H", "N", "C", "C", "C", "C", "H", "H", "H", "H", "H", "N", "C", "C", "C", "C", "H", "H", "H", "H", "H", "N", "C", "C", "C", "C", "H", "H", "H", "H", "H", "N", "C", "C", "C", "C", "H", "H", "H", "H", "H", "N", "C", "C", "C", "C", "H", "H", "H", "H", "H", "N", "C", "C", "C", "C", "H", "H", "H", "H", "H"], "coordinates": [[-25.77, 22.52, -20.96], [-25.34, 22.08, -19.93], [-25.99, 21.15, -19.16], [-25.17, 20.62, -18.12], [-24.06, 21.59, -18.00], [-23.92, 22.39, -19.31], [-24.74, 19.62, -18.21], [-25.75, 20.52, -17.20], [-23.10, 21.15, -17.75], [-24.34, 22.29, -17.22], [-23.32, 21.76, -19.97], [-23.71, 23.45, -19.38], [-27.41, 25.10, -24.25], [-27.13, 23.85, -24.20], [-26.35, 23.19, -25.05], [-26.27, 21.83, -24.88], [-27.31, 21.46, -23.85], [-27.91, 22.76, -23.34], [-25.27, 21.65, -24.47], [-26.32, 21.16, -25.74], [-26.72, 20.96, -23.08], [-28.10, 20.87, -24.30], [-27.84, 22.67, -22.26], [-28.98, 22.85, -23.56], [-31.98, 26.81, -19.73], [-31.19, 26.52, -20.62], [-31.42, 25.49, -21.47], [-30.33, 25.29, -22.30], [-29.93, 26.71, -22.57], [-30.08, 27.41, -21.24], [-30.51, 24.66, -23.17], [-29.56, 24.78, -21.71], [-30.50, 27.14, -23.39], [-28.95, 26.92, -22.99], [-30.28, 28.48, -21.08], [-29.24, 27.29, -20.55], [-25.71, 26.97, -20.98], [-26.37, 25.82, -21.05], [-26.78, 25.52, -19.80], [-26.26, 26.54, -19.01], [-25.50, 27.41, -19.72], [-25.30, 27.37, -21.81], [-26.61, 25.49, -22.05], [-27.40, 24.70, -19.49], [-26.36, 26.60, -17.94], [-24.94, 28.30, -19.47], [-31.43, 24.49, -27.07], [-30.46, 23.52, -26.77], [-30.90, 23.07, -25.52], [-31.98, 23.70, -25.02], [-32.35, 24.58, -26.01], [-31.68, 24.87, -27.97], [-29.61, 23.32, -27.41], [-30.33, 22.30, -25.02], [-32.43, 23.56, -24.05], [-33.14, 25.32, -26.06], [-28.44, 17.42, -24.39], [-28.69, 17.87, -23.17], [-28.85, 16.73, -22.38], [-28.83, 15.57, -23.27], [-28.47, 16.03, -24.49], [-28.28, 18.05, -25.17], [-28.60, 18.92, -22.94], [-29.03, 16.75, -21.32], [-28.76, 14.56, -22.91], [-28.05, 15.52, -25.35], [-32.27, 21.99, -21.73], [-32.40, 21.80, -20.36], [-31.51, 20.70, -20.08], [-30.73, 20.47, -21.16], [-31.20, 21.29, -22.18], [-32.89, 22.42, -22.40], [-33.11, 22.40, -19.82], [-31.31, 20.11, -19.19], [-30.07, 19.63, -21.34], [-30.95, 21.37, -23.22], [-25.11, 24.37, -30.12], [-25.77, 23.33, -29.62], [-26.27, 23.68, -28.41], [-25.78, 24.94, -28.07], [-25.10, 25.38, -29.17], [-24.55, 24.33, -30.97], [-25.90, 22.40, -30.15], [-26.89, 23.09, -27.75], [-25.99, 25.56, -27.21], [-24.51, 26.27, -29.30], [-20.11, 21.22, -21.84], [-21.05, 20.32, -21.20], [-22.23, 20.30, -21.98], [-22.10, 21.38, -22.91], [-20.82, 21.91, -22.77], [-19.23, 21.39, -21.39], [-20.63, 19.77, -20.38], [-23.09, 19.67, -21.82], [-22.83, 21.73, -23.62], [-20.21, 22.71, -23.16], [-25.02, 27.11, -24.26], [-23.70, 26.63, -24.34], [-22.96, 27.76, -24.02], [-23.81, 28.83, -23.70], [-25.14, 28.40, -23.86], [-25.85, 26.56, -24.41], [-23.47, 25.68, -24.80], [-21.88, 27.74, -24.00], [-23.50, 29.86, -23.60], [-26.10, 28.87, -23.70]], "e_tot_ev": -65049.6448, "multiplicity": 2, "homo_energy_ev": [0.5, -5.8], "lumo_ev": [2.23, 2.14], "homo_lumo_gap_ev": [1.7775, 7.9052], "total_charge": -1}